Entry P
Here is 2 unconnected molecules or ions with the total composition C4H9N3O3 from the Open Molecules 2025 dataset. Energies are from the ωB97M-V functional and the def2-TZVPD basis.

Properties
- LUMO (spin up / spin down): -1.07 / -1.07 eV
- HOMO energy (spin up / spin down): -0.3405 / -0.3406 Ha
- Multiplicity: 1
- SMILES: NC(=O)N=O.CNC(C)=O
- HOMO-LUMO gap (spin up / spin down): 8.2 / 8.2 eV

Element x y z (Å)
1 N 2.222 -1.410 -0.292
2 C 2.165 -0.163 0.221
3 O 2.912 0.275 1.060
4 N 1.410 0.784 -0.650
5 O 0.530 0.358 -1.403
6 H 1.506 -1.688 -0.946
7 H 2.786 -2.110 0.159
8 C -0.199 1.489 1.308
9 N -1.015 0.956 0.293
10 C -1.106 -0.419 0.042
11 C -2.144 -0.768 -0.993
12 O -0.612 -1.212 0.810
13 H 0.814 1.638 0.788
14 H -0.543 2.469 1.625
15 H -0.117 0.787 2.137
16 H -1.398 1.591 -0.393
17 H -3.076 -0.231 -0.827
18 H -2.347 -1.836 -0.953
19 H -1.789 -0.510 -1.987

natural (NBO) population analysis, charges in e, atoms 1 to 2:
1 N -0.805
2 C 0.695


Entry Q
Here is a molecular structure, C4H9N3O3 from the Open Molecules 2025 dataset. Energies are from the ωB97M-V functional and the def2-TZVPD basis.

Properties
- LUMO: 0.77 eV
- HOMO energy: -0.3622 Ha
- Multiplicity: 1
- HOMO-LUMO gap: 10.6 eV

Element x y z (Å)
1 C -1.241 -1.841 -0.957
2 C -0.490 -1.730 0.686
3 O -1.472 -1.691 1.484
4 O 0.694 -1.675 0.724
5 H -1.916 -1.693 0.279
6 H -2.325 -1.838 -1.182
7 H -0.838 -2.775 -1.338
8 H -0.812 -0.988 -1.475
9 C 1.024 1.127 -0.744
10 C 0.012 1.409 0.367
11 N 2.321 1.319 -0.415
12 N 0.476 1.268 1.660
13 N -1.179 1.774 0.112
14 O 0.653 0.768 -1.849
15 H 2.579 1.721 0.471
16 H 3.027 1.135 -1.109
17 H 1.044 0.447 1.826
18 H -0.252 1.381 2.352
19 H -1.306 1.880 -0.893

natural (NBO) population analysis, charges in e, atoms 1 to 2:
1 C -0.953
2 C 0.883


Taking the most stable structure as the zero point, the relative energies in kJ/mol are entry P 77.1; entry Q 0.0.


Entry P
Here is 6 unconnected molecules or ions with the total composition C11H34O10 from the Open Molecules 2025 dataset. Energies are from the ωB97M-V functional and the def2-TZVPD basis.

Properties
- LUMO: 0.20 eV
- HOMO energy: -0.3457 Ha
- Multiplicity: 1
- SMILES: CC(C)O.OCCO.OCCO.OCCO.OCCO.O
- HOMO-LUMO gap: 9.6 eV

Element x y z (Å)
1 C 8.785 -21.562 25.825
2 C 9.200 -20.091 25.980
3 C 9.749 -19.849 27.381
4 O 10.111 -19.681 24.963
5 H 9.700 -22.157 25.876
6 H 8.161 -21.689 24.940
7 H 8.147 -21.910 26.638
8 H 8.317 -19.467 25.831
9 H 9.072 -20.288 28.117
10 H 9.753 -18.772 27.539
11 H 10.684 -20.377 27.570
12 H 10.721 -20.408 24.789
13 O 6.583 -19.582 20.410
14 C 7.804 -20.311 20.360
15 C 8.307 -20.505 21.767
16 O 8.802 -19.275 22.274
17 H 6.234 -19.417 19.518
18 H 7.838 -21.244 19.790
19 H 8.520 -19.662 19.839
20 H 9.110 -21.255 21.780
21 H 7.581 -21.032 22.399
22 H 9.172 -19.479 23.147
23 O 4.858 -19.156 18.041
24 C 3.583 -19.789 18.246
25 C 3.756 -21.229 18.725
26 O 4.461 -21.995 17.770
27 H 5.083 -19.368 17.129
28 H 3.089 -19.200 19.017
29 H 3.012 -19.796 17.315
30 H 2.737 -21.610 18.873
31 H 4.207 -21.223 19.719
32 H 4.903 -22.707 18.239
33 O 11.660 -24.170 22.573
34 C 10.727 -24.208 21.478
35 C 10.137 -25.595 21.315
36 O 9.122 -25.853 22.271
37 H 11.820 -23.236 22.733
38 H 9.967 -23.439 21.616
39 H 11.275 -24.010 20.549
40 H 10.908 -26.366 21.385
41 H 9.695 -25.622 20.316
42 H 9.559 -26.241 23.035
43 O 5.751 -17.723 22.225
44 C 4.411 -18.103 22.532
45 C 4.314 -19.523 23.129
46 O 4.548 -20.580 22.233
47 H 6.126 -18.415 21.628
48 H 3.867 -17.405 23.161
49 H 3.898 -18.176 21.564
50 H 3.354 -19.667 23.633
51 H 5.022 -19.603 23.970
52 H 5.251 -20.313 21.619
53 O 8.320 -16.910 20.773
54 H 8.496 -17.707 21.301
55 H 7.980 -16.272 21.407

natural (NBO) population analysis, charges in e, atoms 1 to 2:
1 C -0.642
2 C 0.094


Entry Q
Here is 6 unconnected molecules or ions with the total composition C11H34O10 from the Open Molecules 2025 dataset. Energies are from the ωB97M-V functional and the def2-TZVPD basis.

Properties
- LUMO: 0.41 eV
- HOMO energy: -0.3553 Ha
- Multiplicity: 1
- SMILES: CC(C)O.OCCO.OCCO.OCCO.OCCO.O
- HOMO-LUMO gap: 10.1 eV

Element x y z (Å)
1 C 1.359 -0.585 -2.150
2 C 0.090 -1.174 -2.749
3 C 0.434 -2.257 -3.763
4 O -0.761 -1.695 -1.718
5 H 1.115 0.150 -1.388
6 H 2.020 -0.230 -2.938
7 H 1.910 -1.395 -1.650
8 H -0.479 -0.391 -3.257
9 H 1.161 -2.947 -3.318
10 H 0.950 -1.804 -4.613
11 H -0.424 -2.822 -4.121
12 H -0.602 -2.642 -1.644
13 O 0.786 -0.409 2.765
14 C 1.511 0.672 3.359
15 C 2.594 1.125 2.435
16 O 3.625 0.135 2.427
17 H -0.117 -0.400 3.098
18 H 0.840 1.512 3.564
19 H 1.926 0.353 4.319
20 H 2.964 2.091 2.794
21 H 2.171 1.246 1.432
22 H 4.216 0.287 1.685
23 O -2.423 4.622 1.973
24 C -2.149 3.440 1.223
25 C -3.118 2.319 1.527
26 O -3.103 1.966 2.906
27 H -3.370 4.786 1.962
28 H -2.184 3.669 0.149
29 H -1.117 3.151 1.427
30 H -2.861 1.422 0.972
31 H -4.111 2.680 1.221
32 H -3.737 2.513 3.372
33 O 4.465 -4.412 1.791
34 C 4.278 -3.079 1.339
35 C 2.846 -2.777 0.994
36 O 2.000 -2.883 2.125
37 H 4.247 -5.017 1.076
38 H 4.641 -2.449 2.149
39 H 4.929 -2.866 0.474
40 H 2.514 -3.504 0.243
41 H 2.778 -1.764 0.582
42 H 1.674 -2.003 2.335
43 O -4.866 0.832 -3.414
44 C -3.628 1.499 -3.254
45 C -2.945 1.098 -1.969
46 O -1.695 1.767 -1.864
47 H -4.680 -0.082 -3.645
48 H -2.952 1.280 -4.093
49 H -3.778 2.579 -3.281
50 H -2.773 0.014 -1.984
51 H -3.584 1.358 -1.119
52 H -1.149 1.222 -1.283
53 O -0.685 0.244 0.393
54 H -0.078 0.179 1.140
55 H -0.674 -0.624 -0.035

natural (NBO) population analysis, charges in e, atoms 1 to 2:
1 C -0.638
2 C 0.091


Taking the most stable structure as the zero point, the relative energies in kJ/mol are entry P 23.5; entry Q 0.0.


Entry P
Here is C3H8N2S2 in the gas phase from the Open Molecules 2025 dataset. Energies are from the ωB97M-V functional and the def2-TZVPD basis.

Properties
- LUMO (spin up / spin down): -0.04 / -0.04 eV
- HOMO energy (spin up / spin down): -0.3007 / -0.3007 Ha
- Multiplicity: 1
- HOMO-LUMO gap (spin up / spin down): 8.1 / 8.1 eV

Element x y z (Å)
1 C -2.075 0.828 0.605
2 C 0.602 0.150 -0.281
3 C 1.361 -0.671 -1.306
4 N -1.227 -0.019 1.209
5 N -0.359 -0.744 0.407
6 S -0.199 1.583 -1.013
7 S 1.763 0.721 1.062
8 H -2.633 0.471 -0.243
9 H -2.449 1.676 1.149
10 H 0.709 -0.907 -2.145
11 H 1.719 -1.594 -0.853
12 H 2.208 -0.100 -1.678
13 H -0.726 0.345 2.019
14 H -0.894 -1.243 -0.303
15 H 2.202 -0.497 1.373

natural (NBO) population analysis, charges in e, atoms 1 to 2:
1 C -0.034
2 C -0.136


Entry Q
Here is C3H8N2S2 in the gas phase from the Open Molecules 2025 dataset. Energies are from the ωB97M-V functional and the def2-TZVPD basis.

Properties
- LUMO: 0.66 eV
- HOMO energy: -0.3116 Ha
- Multiplicity: 1
- SMILES: [H]/N=C(\N)SCSC
- HOMO-LUMO gap: 9.1 eV

Element x y z (Å)
1 H 0.995 -2.494 1.669
2 N 0.515 -1.672 1.382
3 C 1.199 -0.594 1.260
4 N 2.596 -0.498 1.325
5 S 0.429 0.915 0.707
6 C -1.237 0.301 0.272
7 S -1.405 -0.358 -1.439
8 C -1.080 1.091 -2.450
9 H 3.014 -1.224 1.872
10 H 2.953 0.464 1.408
11 H -1.461 -0.522 0.964
12 H -1.875 1.151 0.433
13 H -0.594 0.701 -3.370
14 H -0.442 1.806 -1.965
15 H -2.029 1.607 -2.736

natural (NBO) population analysis, charges in e, atoms 1 to 2:
1 H 0.348
2 N -0.754


Taking the most stable structure as the zero point, the relative energies in kJ/mol are entry P 186.1; entry Q 0.0.


Entry P
Here is 2 unconnected molecules or ions with the total composition C4H10FNO from the Open Molecules 2025 dataset. Energies are from the ωB97M-V functional and the def2-TZVPD basis.

Properties
- LUMO: 0.88 eV
- HOMO energy: -0.3108 Ha
- Multiplicity: 1
- HOMO-LUMO gap: 9.3 eV

Element x y z (Å)
1 C 2.766 0.329 -0.630
2 C -1.707 -0.237 1.286
3 C 1.634 -0.132 0.263
4 C -1.444 0.074 -0.168
5 N -2.376 0.907 -0.797
6 O 1.858 -1.295 0.708
7 F -1.079 -1.089 -0.937
8 H 3.349 0.865 0.093
9 H 2.457 1.046 -1.297
10 H 3.398 -0.354 -1.065
11 H -2.536 -0.791 1.398
12 H -0.798 -0.756 1.763
13 H -1.901 0.647 1.824
14 H -0.544 0.511 -0.231
15 H -2.238 1.297 -1.745
16 H -3.464 0.648 -0.668
17 H 2.625 -1.669 0.204

natural (NBO) population analysis, charges in e, atoms 1 to 2:
1 C -0.777
2 C -0.631


Entry Q
Here is C4H10FNO in the gas phase from the Open Molecules 2025 dataset. Energies are from the ωB97M-V functional and the def2-TZVPD basis.

Properties
- LUMO: 0.83 eV
- HOMO energy: -0.3689 Ha
- Multiplicity: 1
- SMILES: C[C@H](O)[C@@](C)(N)F
- HOMO-LUMO gap: 10.9 eV

Element x y z (Å)
1 C 1.424 1.346 -0.547
2 C 0.785 0.123 0.192
3 O 1.815 -0.974 0.140
4 C -0.646 -0.341 -0.214
5 C -1.051 -1.601 0.515
6 N -1.731 0.986 0.406
7 F -0.868 -0.571 -1.537
8 H 1.804 1.176 -1.561
9 H 2.239 1.811 -0.003
10 H 0.683 2.134 -0.576
11 H 0.658 0.497 1.270
12 H 1.511 -1.742 -0.411
13 H -2.096 -1.963 0.311
14 H -0.568 -2.421 0.103
15 H -0.828 -1.507 1.593
16 H -1.126 1.622 0.847
17 H -2.007 1.426 -0.528

natural (NBO) population analysis, charges in e, atoms 1 to 2:
1 C -0.630
2 C 0.044


Taking the most stable structure as the zero point, the relative energies in kJ/mol are entry P 190.3; entry Q 0.0.